# 1
# C19H42Br2N5

A 3-piece molecular cluster, C19H42Br2N5 overall (the ωB97M-V functional and the def2-TZVPD basis, the Open Molecules 2025 dataset).

Net charge: +1
Frontier orbital gap: 6.5408 eV
Strongest force on any atom: 0.9 eV/A
LUMO level: -2.931 eV

Structure (XYZ):
```
68
Properties=species:S:1:pos:R:3:lowdin_charge:R:1
Br 3.83 3.11 -4.57 0.8273
Br 1.51 6.80 -3.18 0.8686
N 0.25 1.31 0.76 -0.1989
N -1.88 1.32 -4.23 0.2393
N -0.78 2.99 -5.38 0.0889
N -1.28 3.23 -3.10 0.1386
N -1.16 -5.55 4.10 -0.2024
C -1.31 2.51 -4.20 -0.3837
C -0.35 4.37 -3.00 -0.1502
C 0.48 3.78 -5.27 -0.1198
C -0.70 -4.59 3.11 -0.2516
C -1.74 -3.63 2.50 -0.0844
C -2.22 -6.45 3.66 -0.2734
C 3.27 4.86 -4.07 -0.7336
C 2.53 2.25 1.45 -0.0768
C 1.33 -0.86 1.59 -0.0657
C 4.38 5.87 -4.03 -0.1556
C 0.12 0.09 1.55 -0.2347
C 1.01 2.40 1.36 -0.2433
C 0.55 1.10 -0.64 -0.2801
C 1.99 5.06 -3.75 -0.6818
C -1.86 -7.21 2.39 -0.0905
C -2.56 -4.13 5.71 -0.0847
C 0.89 4.02 -3.82 -0.3697
C -1.35 -5.04 5.44 -0.2484
C -0.45 0.18 -1.34 -0.0940
H -2.70 -4.01 6.78 0.0715
H -2.00 -2.82 3.19 0.0542
H 1.56 0.73 -0.84 0.1107
H 2.97 3.22 1.70 0.0747
H 4.38 6.38 -3.07 0.0721
H -1.78 -6.56 1.52 0.0619
H -0.10 4.49 -1.95 0.1252
H -1.48 0.53 -1.17 0.0746
H -2.64 -7.95 2.18 0.0738
H -1.33 -3.17 1.60 0.0558
H 1.26 3.22 -5.79 0.0919
H -0.13 0.40 2.57 0.1199
H 1.76 -1.02 0.60 0.0708
H 2.11 -0.50 2.25 0.0613
H 0.10 -4.01 3.57 0.1093
H -1.49 3.46 -5.92 0.1585
H -2.37 -7.16 4.47 0.1187
H -2.42 -3.13 5.29 0.0531
H -0.44 -4.52 5.73 0.1111
H -1.73 0.69 -5.00 0.1452
H -0.23 -5.14 2.29 0.1011
H 4.23 6.62 -4.81 0.0911
H -0.91 -7.74 2.51 0.0812
H 0.35 4.73 -5.79 0.1403
H 2.97 1.93 0.50 0.0670
H -3.48 -4.54 5.30 0.0665
H 1.30 3.10 -3.38 0.1168
H 2.83 1.54 2.22 0.0607
H -2.45 1.01 -3.45 0.1306
H -0.83 5.28 -3.35 0.1070
H 5.35 5.40 -4.18 0.0625
H 1.01 -1.83 1.96 0.0615
H -2.66 -4.14 2.23 0.0673
H 0.51 2.10 -1.11 0.0896
H -0.39 -0.85 -0.99 0.0747
H -1.43 -5.91 6.10 0.1110
H -3.18 -5.94 3.51 0.1017
H -1.43 2.72 -2.23 0.1428
H 0.60 2.57 2.35 0.1164
H -0.24 0.18 -2.41 0.0598
H 0.78 3.30 0.78 0.1020
H -0.75 -0.46 1.19 0.0950
```

=====

# 2
# C17H33Br16Cl3

A 9-piece molecular cluster, C17H33Br16Cl3 overall in a non-equilibrium geometry (the ωB97M-V functional and the def2-TZVPD basis, the Open Molecules 2025 dataset).

Net charge: 0
SMILES string: ClC(Cl)Cl.BrCCBr.BrCCBr.BrCCBr.BrCCBr.BrCCBr.BrCCBr.BrCCBr.BrCCBr
Frontier orbital gap: 10.0835 eV
Strongest force on any atom: 2.2 eV/A
LUMO level: 0.064 eV

Structure (XYZ):
```
69
Properties=species:S:1:pos:R:3:lowdin_charge:R:1
Br 5.17 -2.91 -0.74 0.5199
Br 5.80 2.70 -3.67 0.6207
Br -1.68 -0.06 -0.04 0.5402
Br 5.40 6.88 0.56 0.6067
Br 8.66 -2.68 2.51 0.5974
Br -5.16 -9.99 -0.70 0.5805
Br -7.86 0.98 0.21 0.5345
Br -6.96 4.67 5.78 0.5532
Br 7.47 3.10 -7.97 0.5819
Br -7.70 -2.17 3.78 0.5794
Br -1.87 -6.78 0.20 0.5965
Br 0.42 -2.70 -6.86 0.5317
Br 0.78 7.77 0.67 0.5496
Br 2.18 1.10 2.58 0.5341
Br -1.49 -1.58 -9.56 0.5615
Br -4.02 4.50 3.98 0.5166
Cl 1.45 -3.45 6.25 0.5156
Cl 4.08 -4.34 7.17 0.4935
Cl 2.46 -5.98 5.33 0.4770
C -8.24 0.11 2.00 -0.6250
C 6.76 3.46 -5.21 -0.7021
C -3.36 -8.04 0.37 -0.7166
C 0.84 0.90 1.08 -0.6502
C -1.73 -1.01 -7.67 -0.6860
C -5.84 6.23 5.28 -0.6790
C 2.79 8.14 0.62 -0.6129
C -7.90 -1.42 1.97 -0.6673
C 2.41 -4.84 6.73 -1.5040
C -1.54 -2.23 -6.74 -0.6216
C -3.50 -8.92 -0.86 -0.6638
C 6.39 2.61 -6.38 -0.7193
C 7.66 -2.52 0.84 -0.6993
C 3.46 6.79 0.79 -0.7540
C -0.29 -0.07 1.44 -0.6236
C 6.48 -3.55 0.69 -0.5944
C -5.35 6.04 3.81 -0.5937
H 0.18 -1.05 1.43 0.0507
H 7.14 -1.56 0.76 0.0296
H -2.25 -3.04 -6.93 0.0617
H -4.90 6.93 3.38 0.0572
H -8.71 -1.96 1.48 0.0511
H 5.32 2.51 -6.60 0.0609
H -1.66 -1.91 -5.71 0.0464
H 0.54 1.90 0.76 0.0458
H -2.73 -9.69 -0.94 0.0525
H 1.87 -5.34 7.53 0.0178
H -3.25 -8.59 1.30 0.0558
H -5.02 6.35 5.98 0.0459
H -6.47 7.11 5.39 0.0497
H -6.93 -1.52 1.48 0.0384
H -6.11 5.78 3.08 0.0497
H 6.89 -4.47 0.28 0.0426
H 1.39 0.53 0.21 0.0486
H 3.24 6.17 1.66 0.0549
H -0.75 0.10 2.41 0.0543
H 3.09 8.43 -0.39 0.0559
H -3.65 -8.29 -1.75 0.0515
H -7.59 0.61 2.71 0.0376
H -9.28 0.32 2.26 0.0518
H 3.14 8.78 1.43 0.0618
H 6.76 1.61 -6.17 0.0388
H -1.02 -0.22 -7.42 0.0450
H 7.83 3.32 -5.11 0.0556
H 5.89 -3.80 1.57 0.0478
H 6.49 4.50 -5.39 0.0634
H 8.30 -2.53 -0.04 0.0566
H -4.22 -7.39 0.52 0.0435
H 3.00 6.18 0.01 0.0380
H -2.68 -0.53 -7.41 0.0617
```

=====

# 3
# C3H4LiO3Sm

C3H4LiO3Sm as an isolated structure in a non-equilibrium geometry (the ωB97M-V functional and the def2-TZVPD basis, the Open Molecules 2025 dataset).

Expectation value of S²: 12.006
Net charge: +3
Frontier orbital gap (alpha / beta): 4.2366 / 4.2359 eV
Multiplicity: 7
Strongest force on any atom: 4.8 eV/A
LUMO level (alpha / beta): -14.232 / -14.232 eV

Structure (XYZ):
```
12
Properties=species:S:1:pos:R:3:lowdin_spin:R:1
Sm -4.41 0.16 0.70 6.0074
O -0.04 -0.85 -1.25 -0.0003
O 1.90 -0.76 -3.23 0.0013
O -2.12 -0.87 -0.35 -0.0083
C -0.90 -0.84 -0.37 -0.0015
C 1.73 -0.85 -0.84 0.0002
C 2.48 -1.14 -2.11 0.0007
Li 0.21 -0.16 -3.35 0.0000
H 2.15 -2.24 -1.51 0.0005
H 1.71 0.24 -0.69 0.0001
H 3.54 -0.83 -1.97 0.0000
H 2.13 -1.29 0.08 0.0000
```